{
  "formula": "C29H38F9MnN5O3SSi",
  "method": "ωB97M-V with the def2-TZVPD basis set",
  "symbols": ["Mn", "C", "Si", "C", "N", "C", "C", "C", "C", "C", "C", "C", "C", "C", "C", "C", "C", "C", "C", "C", "C", "C", "H", "H", "H", "H", "H", "H", "H", "H", "H", "H", "H", "H", "H", "H", "H", "H", "H", "H", "H", "H", "H", "H", "H", "H", "C", "O", "C", "O", "N", "N", "H", "H", "H", "H", "H", "H", "F", "C", "F", "F", "C", "O", "C", "F", "F", "F", "C", "F", "F", "F", "C", "N", "C", "C", "N", "C", "S", "H", "H", "H", "H", "H", "H", "H", "H"],
  "positions_angstrom": [[-0.273196, -0.258906, -0.913821], [-0.551329, -0.003963, 1.118639], [1.113896, 0.536960, 1.852507], [2.276983, -0.356167, 0.668027], [1.903413, -0.162632, -0.769646], [2.519623, 1.124016, -1.279755], [3.136910, 1.002936, -2.664297], [4.320137, 0.039088, -2.620730], [3.943918, -1.219247, -1.817378], [2.444224, -1.310530, -1.580354], [1.231383, 2.403236, 1.778819], [0.105139, 3.217887, 1.952814], [0.212493, 4.602490, 1.979411], [1.458115, 5.200339, 1.846090], [2.593005, 4.412431, 1.702266], [2.478465, 3.030639, 1.671615], [1.277991, -0.091643, 3.584099], [1.257783, -1.465413, 3.853152], [1.381228, -1.933971, 5.150186], [1.522303, -1.034323, 6.199757], [1.540098, 0.330627, 5.951573], [1.417148, 0.799387, 4.652021], [-1.381634, 0.692761, 1.241698], [-0.828189, -1.009552, 1.444050], [2.160400, -1.417251, 0.901052], [3.333641, -0.124801, 0.818702], [3.302665, 1.413387, -0.578748], [1.795029, 1.929643, -1.257812], [3.465588, 1.998404, -2.968997], [2.394032, 0.678183, -3.395179], [5.169629, 0.539775, -2.153486], [4.630990, -0.217079, -3.632471], [4.472782, -1.253917, -0.863247], [4.235050, -2.125834, -2.348006], [2.204968, -2.212905, -1.034326], [1.903990, -1.337111, -2.526354], [-0.874263, 2.770928, 2.102481], [-0.669027, 5.212643, 2.127789], [1.547985, 6.278102, 1.876192], [3.567903, 4.875979, 1.627765], [3.381804, 2.435837, 1.587865], [1.151052, -2.184755, 3.046727], [1.371649, -2.997992, 5.345657], [1.621488, -1.400248, 7.213057], [1.653206, 1.029029, 6.769896], [1.440529, 1.868216, 4.471349], [-0.280924, 3.161679, -4.879960], [-0.141556, 1.773189, -4.495214], [-0.195647, 1.413375, -3.250462], [-0.036886, 0.229887, -2.934631], [-0.393493, 2.351250, -2.281728], [-0.498946, 1.867677, -0.964269], [-0.153762, 3.169965, -5.955655], [0.498701, 3.761716, -4.412189], [-1.278955, 3.522057, -4.630981], [-0.695843, 3.293547, -2.472333], [-1.458641, 1.986793, -0.642447], [0.128824, 2.384374, -0.340452], [-0.458744, -3.377132, 1.574014], [0.170169, -3.880223, 0.496173], [1.438273, -3.446776, 0.559552], [0.171332, -5.199135, 0.578708], [-0.509026, -3.369310, -0.807628], [-0.234401, -2.045397, -0.990792], [0.054769, -4.155814, -2.049519], [-0.513652, -5.347006, -2.178757], [-0.166227, -3.450045, -3.155878], [1.376130, -4.336173, -1.931136], [-2.046671, -3.628489, -0.725517], [-2.623928, -3.359389, -1.894742], [-2.340511, -4.870800, -0.372251], [-2.599342, -2.812022, 0.196996], [-5.625840, -0.635753, -2.211040], [-5.107897, -0.589192, -0.853643], [-5.993747, -0.788354, 0.300134], [-5.013015, -0.844417, 1.480856], [-3.757788, -0.401626, 0.857944], [-3.860779, -0.390177, -0.473077], [-2.605455, -0.132679, -1.632003], [-6.559233, -0.076580, -2.251220], [-5.812394, -1.667886, -2.507821], [-4.915080, -0.186918, -2.898063], [-6.554903, -1.713379, 0.177343], [-6.698054, 0.040845, 0.371156], [-4.904948, -1.854500, 1.874889], [-5.295525, -0.175072, 2.289048], [-2.867397, -0.526828, 1.305916]],
  "forces_ev_per_angstrom": [[-0.071, 0.084, 0.056], [0.014, -0.089, -0.099], [-0.020, 0.040, 0.085], [-0.083, 0.017, 0.052], [0.077, 0.044, 0.026], [-0.070, -0.027, -0.012], [0.003, 0.028, -0.008], [0.017, -0.002, -0.005], [-0.006, 0.043, -0.031], [-0.028, -0.118, -0.040], [0.059, -0.059, -0.023], [-0.039, -0.021, -0.028], [-0.002, 0.008, 0.005], [0.013, -0.005, 0.002], [-0.004, 0.022, 0.004], [-0.014, -0.009, -0.012], [-0.020, 0.025, -0.053], [0.011, -0.043, -0.051], [0.002, -0.003, 0.016], [-0.001, 0.012, -0.007], [0.000, -0.023, 0.013], [0.015, 0.038, -0.012], [0.058, 0.032, 0.065], [-0.027, 0.023, -0.012], [0.002, 0.099, 0.011], [0.009, 0.010, -0.020], [0.039, -0.026, 0.031], [-0.028, 0.025, 0.050], [-0.007, 0.005, 0.006], [0.032, -0.015, 0.009], [0.007, -0.006, -0.010], [-0.022, -0.017, -0.003], [-0.007, 0.026, 0.011], [0.006, -0.004, 0.008], [0.018, 0.044, -0.119], [0.010, -0.008, -0.011], [0.007, 0.006, 0.001], [0.002, -0.001, -0.001], [-0.003, -0.003, 0.000], [-0.004, -0.001, -0.003], [-0.001, -0.006, -0.020], [0.012, 0.044, 0.039], [0.000, 0.000, -0.001], [-0.001, 0.002, -0.001], [0.001, 0.000, -0.003], [-0.007, -0.008, -0.001], [0.002, -0.020, -0.008], [0.008, 0.024, -0.051], [-0.017, 0.039, 0.146], [-0.040, 0.018, -0.123], [0.010, -0.053, -0.052], [-0.038, 0.009, -0.059], [0.001, 0.000, -0.003], [0.001, 0.001, 0.004], [-0.002, 0.001, 0.003], [0.018, 0.010, -0.014], [0.012, 0.065, 0.012], [0.003, -0.011, 0.033], [0.011, -0.067, -0.041], [-0.002, -0.067, -0.021], [-0.096, -0.167, 0.102], [0.002, 0.057, 0.021], [-0.170, -0.030, -0.097], [0.236, -0.090, 0.122], [0.067, 0.025, -0.042], [-0.011, 0.009, 0.016], [0.008, -0.014, 0.049], [-0.053, 0.085, 0.007], [0.066, -0.058, 0.068], [-0.013, -0.010, 0.032], [0.013, 0.046, 0.005], [0.002, 0.035, -0.075], [-0.014, 0.011, -0.003], [0.049, -0.028, -0.044], [-0.012, -0.036, 0.023], [-0.008, -0.010, 0.032], [-0.049, 0.145, 0.016], [-0.009, -0.071, -0.051], [0.116, 0.030, 0.114], [0.003, 0.005, 0.000], [-0.003, 0.001, 0.008], [0.003, -0.011, -0.007], [-0.022, 0.014, 0.003], [0.015, 0.020, -0.003], [0.026, -0.006, -0.009], [-0.010, -0.017, 0.007], [-0.050, -0.069, -0.023]],
  "mulliken_charge": [0.92, -1.16, -0.85, -0.72, 1.65, -0.46, -1.14, -0.86, -0.98, -0.60, 0.09, 0.03, -0.82, -0.60, -0.91, -0.08, 0.82, -0.47, -0.84, -0.56, -0.75, -0.52, 0.98, 0.88, 0.43, 0.85, 0.33, 0.34, 0.58, 0.24, 0.36, 0.40, 0.26, 0.49, 0.05, 0.48, 0.47, 0.48, 0.43, 0.46, 0.49, 0.26, 0.45, 0.42, 0.43, 0.35, -0.93, -0.33, 0.56, -0.55, -0.26, -0.50, 0.28, 0.38, 0.36, 0.33, 0.68, 0.03, -0.26, 0.56, -0.26, -0.24, 0.38, -0.48, 0.39, -0.22, -0.19, -0.22, 0.35, -0.26, -0.24, -0.18, -0.93, -0.01, -0.71, -0.59, 0.15, 0.87, -0.62, 0.34, 0.34, 0.33, 0.40, 0.38, 0.31, 0.41, 0.06],
  "e_homo_ev": [-13.8332, -13.8386],
  "gap_ev": [5.92, 7.88],
  "charge": 2,
  "lumo_energy_ha": [-0.2907, -0.2188],
  "total_energy_ev": -118761.8093,
  "multiplicity": 4
}